(1)
Here is a structure of composition C46H48BrCsF9I2N4O7P from OMol25. Energies are from ωB97M-V/def2-TZVPD.

ORCA input file:
```
! wB97M-V def2-TZVPD RIJCOSX def2/J DEFGRID3
* xyz -2 1
Cs 1.498 -0.097 0.448
C -3.479 1.915 0.772
O -3.242 1.133 -0.388
C -4.100 1.512 -1.418
C -4.020 0.536 -2.565
O -2.786 0.429 -3.259
C -2.317 1.615 -3.892
C -1.172 2.335 -3.183
O 0.001 1.732 -3.686
C 1.261 2.239 -3.226
H -4.522 1.822 1.097
H -3.254 2.970 0.584
H -2.840 1.537 1.560
H -3.872 2.535 -1.755
H -5.142 1.514 -1.064
H -4.813 0.808 -3.278
H -4.220 -0.466 -2.181
H -3.157 2.296 -4.073
H -1.922 1.297 -4.860
H -1.241 2.218 -2.096
H -1.195 3.410 -3.419
H 1.403 3.264 -3.600
H 2.021 1.593 -3.665
H 1.416 2.275 -2.130
O 1.724 -3.935 1.526
C 2.083 -2.764 1.696
O 2.886 -2.090 0.986
C 1.462 -1.914 2.807
O 1.952 -1.802 3.907
O 0.419 -1.253 2.351
N -3.783 -0.177 2.327
C -4.640 -1.182 1.716
C -3.808 -2.321 1.138
C -2.899 -3.002 2.162
C -2.125 -4.159 1.542
N -1.183 -3.674 0.532
H -4.292 0.553 2.805
H -3.154 0.257 1.659
H -5.301 -0.792 0.924
H -5.295 -1.583 2.497
H -3.176 -1.943 0.326
H -4.491 -3.065 0.707
H -3.502 -3.382 2.995
H -2.204 -2.263 2.565
H -2.841 -4.829 1.050
H -1.634 -4.742 2.330
H -1.053 -4.385 -0.177
H -0.267 -3.554 0.957
Br 4.244 0.826 -1.530
C 4.510 2.721 -1.403
C 5.642 3.247 -1.956
C 5.887 4.633 -1.820
C 5.014 5.422 -1.127
C 3.832 4.880 -0.558
C 2.925 5.678 0.179
C 1.803 5.106 0.720
C 1.526 3.731 0.521
C 2.350 2.879 -0.192
C 3.535 3.488 -0.706
H 6.348 2.609 -2.471
H 6.784 5.056 -2.259
H 5.225 6.479 -0.989
H 3.140 6.734 0.310
H 1.118 5.718 1.305
H 0.616 3.343 0.966
I -0.212 0.311 3.675
I -1.506 2.535 5.164
N 3.962 0.111 2.261
C 5.198 0.151 2.794
C 5.298 1.349 3.469
C 4.039 1.958 3.286
N 3.240 1.196 2.558
H 3.552 -0.682 1.748
H 5.899 -0.655 2.652
H 6.149 1.726 4.011
H 3.687 2.911 3.649
F -0.443 -2.921 -9.689
C 0.458 -2.001 -9.279
F 1.642 -2.376 -9.807
F 0.118 -0.840 -9.864
C 0.516 -1.904 -7.787
C 1.020 -2.982 -7.066
C 1.072 -2.921 -5.687
C 0.617 -1.792 -5.004
C 0.126 -0.720 -5.739
C 0.072 -0.772 -7.129
P 0.559 -1.668 -3.156
C -0.648 -3.031 -2.860
C -0.375 -4.398 -2.910
C -1.381 -5.323 -2.695
C -2.677 -4.889 -2.433
C -2.963 -3.537 -2.377
C -1.947 -2.614 -2.585
C -3.736 -5.914 -2.174
F -4.965 -5.380 -2.087
F -3.780 -6.845 -3.154
F -3.517 -6.588 -1.028
C 2.176 -2.447 -2.779
C 2.349 -3.272 -1.672
C 3.615 -3.697 -1.299
C 4.718 -3.293 -2.031
C 4.569 -2.452 -3.127
C 3.304 -2.030 -3.494
C 6.072 -3.778 -1.615
F 6.369 -3.452 -0.348
F 6.161 -5.129 -1.690
F 7.058 -3.288 -2.393
H 1.369 -3.863 -7.592
H 1.485 -3.756 -5.133
H -0.193 0.172 -5.208
H -0.305 0.068 -7.695
H 0.634 -4.748 -3.090
H -1.164 -6.384 -2.721
H -3.966 -3.204 -2.150
H -2.160 -1.552 -2.505
H 1.502 -3.577 -1.068
H 3.727 -4.311 -0.415
H 5.437 -2.114 -3.676
H 3.192 -1.360 -4.338
*
```

Properties
Maximum force (eV/A): 5.0
HOMO energy (eV): -1.91
ΔE to the lowest compared entry with this formula, charge and spin (eV): 0.775
Kohn-Sham gap (eV): 5.21

=====

(2)
Here is a structure of composition C46H48N3OPRh from OMol25. Energies are from ωB97M-V/def2-TZVPD.

ORCA input file:
```
! wB97M-V def2-TZVPD RIJCOSX def2/J DEFGRID3
* xyz -1 5
Rh 0.352 0.192 0.021
N -2.129 -2.976 1.296
N 1.999 -1.966 -1.005
C 0.136 2.208 -0.356
C 1.527 1.891 -0.195
C 1.711 1.318 1.110
C 2.964 0.729 1.671
H 3.803 0.940 1.007
H 2.874 -0.358 1.772
H 3.174 1.141 2.662
C 0.444 1.354 1.778
C 0.178 0.926 3.180
H -0.111 1.774 3.815
H 1.053 0.440 3.619
H -0.658 0.224 3.176
C -0.536 1.873 0.869
C -1.986 2.045 1.149
H -2.426 1.094 1.477
H -2.491 2.388 0.246
H -2.153 2.784 1.940
C 2.647 2.179 -1.146
H 3.355 2.896 -0.712
H 2.250 2.603 -2.067
H 3.205 1.266 -1.375
C -0.546 2.775 -1.554
H -1.513 2.276 -1.687
H 0.057 2.593 -2.445
H -0.728 3.851 -1.456
C -2.979 -3.885 0.864
H -3.926 -3.974 1.408
C -2.717 -4.744 -0.222
H -3.452 -5.504 -0.484
C -1.498 -4.605 -0.893
H -1.235 -5.257 -1.728
C -0.618 -3.609 -0.477
H 0.387 -3.499 -0.871
C -0.986 -2.725 0.581
C -0.208 -1.611 1.032
H -0.047 -1.577 2.126
C 1.229 -0.960 -1.363
C 2.748 -2.341 -2.104
H 3.509 -3.100 -2.035
C 2.326 -1.627 -3.198
H 2.615 -1.669 -4.234
N 1.327 -0.766 -2.747
C 0.480 0.033 -3.571
C 1.061 1.012 -4.400
C 0.212 1.790 -5.196
H 0.650 2.578 -5.813
C -1.165 1.574 -5.225
C -2.060 2.392 -6.109
H -2.976 2.677 -5.578
H -2.363 1.828 -7.003
H -1.545 3.300 -6.441
C -1.704 0.550 -4.444
H -2.776 0.349 -4.480
C -0.899 -0.251 -3.631
C -1.491 -1.441 -2.943
H -1.169 -2.389 -3.398
H -2.582 -1.391 -3.018
H -1.242 -1.486 -1.875
C 2.536 1.263 -4.481
H 2.922 0.970 -5.471
H 3.110 0.727 -3.721
H 2.735 2.341 -4.377
O -2.671 -0.628 2.736
P -2.860 -1.337 4.041
C -4.354 -2.322 4.072
C -4.522 -3.473 4.854
C -5.801 -4.026 4.985
C -6.893 -3.433 4.340
C -6.708 -2.314 3.516
C -5.436 -1.767 3.372
C -1.440 -2.333 4.508
C -1.323 -3.664 4.096
C -0.146 -4.373 4.340
C 0.919 -3.755 5.007
C 0.802 -2.428 5.437
C -0.378 -1.723 5.199
C -3.007 -0.141 5.389
C -3.084 -0.563 6.722
C -3.005 0.386 7.746
C -2.864 1.743 7.430
C -2.848 2.164 6.095
C -2.945 1.222 5.071
H -3.671 -3.932 5.359
H -5.935 -4.908 5.613
H -7.896 -3.831 4.489
H -7.547 -1.852 2.995
H -5.261 -0.900 2.731
H -2.155 -4.131 3.567
H -0.066 -5.408 4.004
H 1.839 -4.307 5.208
H 1.617 -1.928 5.963
H -0.478 -0.694 5.553
H -3.185 -1.624 6.958
H -3.045 0.056 8.784
H -2.774 2.479 8.231
H -2.756 3.220 5.836
H -2.948 1.533 4.021
*
```

Properties
Maximum force (eV/A): 6.8
HOMO energy (spin up / spin down) (eV): -0.12 / -5.20
ΔE to the lowest compared entry with this formula, charge and spin (eV): 0.000
Kohn-Sham gap (spin up / spin down) (eV): 2.33 / 5.41

=====

The lowest maximum force belongs to which entry? C46H48BrCsF9I2N4O7P

=====

maximum force of number 2 (C46H48N3OPRh)? 6.8 eV/A

=====

Which value of maximum force does entry 1 give? 5.0 eV/A

=====

Among the records above, which one has the lowest maximum force? C46H48BrCsF9I2N4O7P